Version one
ORCA calculation (wB97M-V/def2-TZVPD) on a cluster of 2 separate species, C2H3PS3 in total.

```
9
Properties=species:S:1:pos:R:3:lowdin_charge:R:1
C -0.91 0.60 -0.47 -0.742
C -1.13 -0.79 -0.12 -0.642
P 1.89 1.01 0.06 0.461
S -2.04 1.72 -0.38 0.637
S -2.95 -1.25 -0.22 0.374
S -3.74 0.50 0.43 0.100
H -0.63 -1.49 -0.78 0.073
H -0.77 -0.94 0.90 0.081
H 1.70 2.37 -0.20 -0.342
```

Its orbital gap (spin up / spin down) is 6.600 / 6.668 eV.



Version two
ORCA calculation (wB97M-V/def2-TZVPD) on a cluster of 2 separate species, C2H3PS3 in total.

```
9
Properties=species:S:1:pos:R:3:lowdin_charge:R:1
C 0.05 0.19 -0.67 -0.804
C -0.27 -1.14 -0.27 -0.592
P 2.55 1.03 0.53 0.448
S -0.81 1.48 -0.54 0.655
S -2.16 -1.31 0.00 0.337
S -2.56 0.51 0.64 0.070
H 0.09 -2.04 -0.75 0.082
H 0.25 -1.25 0.67 0.061
H 2.87 2.53 0.40 -0.258
```

Its orbital gap (spin up / spin down) is 6.681 / 6.666 eV.



Stability summary - winner: version one; margin: 11.7 kcal/mol.